Computed, not measured: one molecule with the formula C4H9N3, with ωB97M-V/def2-TZVPD.

Positions of all 16 atoms, in Å:
N -1.326624 0.537989 -1.102373
C -0.974022 0.455083 0.108548
N -1.281440 1.341656 1.100563
N -0.357062 -1.861264 -0.252103
C -0.036571 -0.664830 0.514257
C 1.388143 -0.178586 0.312723
C 1.851483 0.216855 -0.858525
H -1.929261 1.327514 -1.318899
H -1.106604 1.111936 2.062756
H -1.966632 2.056730 0.920092
H -0.655098 -1.567663 -1.177600
H 0.466589 -2.445810 -0.350905
H -0.186298 -0.899755 1.577377
H 2.030371 -0.210017 1.182792
H 2.874745 0.522938 -0.996274
H 1.208282 0.257227 -1.722429

Atomic forces in eV per Å
N -0.2 -0.2 -0.7
C -0.1 0.1 0.3
N -0.1 0.2 0.2
N -0.1 -0.1 0.0
C 0.0 -0.2 0.1
C 0.1 0.0 0.2
C 0.1 0.1 0.0
H 0.0 0.0 0.2
H 0.0 -0.1 -0.1
H 0.1 -0.1 0.0
H 0.0 0.0 0.0
H -0.1 0.1 0.0
H 0.0 0.2 -0.1
H 0.1 0.1 0.1
H 0.2 0.0 0.1
H -0.1 0.0 -0.2

The relative energy (zero: lowest compared OMol25 entry of this formula, charge and spin) comes out at 0.942 eV. The SMILES is [H]/N=C(\N)[C@@H](N)C=C. The calculation puts the orbital gap at 9.89 eV. The HOMO energy comes out at -8.93 eV. As for the max |F|: 0.7 eV/Å.

***

Computed, not measured: C38H30GdN9O5S3 as an isolated structure at a distorted geometry, with ωB97M-V/def2-TZVPD.

Positions of all 86 atoms, in Å:
Gd -0.790667 0.889368 -0.072534
O -2.978971 -2.868990 -2.194762
C -3.760920 -3.119921 -1.137149
C -4.399791 -4.361638 -1.073017
C -5.214120 -4.679552 -0.004650
C -5.408675 -3.761713 1.024591
C -4.790041 -2.526780 0.961684
C -3.972908 -2.180621 -0.110037
C -3.324190 -0.850436 -0.190191
O -2.559203 -0.566626 -1.164720
N -3.854706 0.109559 0.603952
N -3.137617 1.213423 0.656734
C -3.725614 2.332706 0.928834
C -2.942384 3.535491 1.036374
C -3.552914 4.784020 1.249017
C -2.773292 5.907994 1.407236
C -1.388525 5.780702 1.363974
C -0.866325 4.518767 1.121096
N -1.600984 3.431835 0.947470
H -2.559777 -1.979719 -2.029599
H -4.227287 -5.062466 -1.880726
H -5.691480 -5.652502 0.036742
H -6.039181 -4.016181 1.868740
H -4.919200 -1.799182 1.751432
H -4.805538 2.382601 1.047357
H -4.634049 4.845487 1.280968
H -3.227943 6.879429 1.563368
H -0.736279 6.631790 1.504473
H 0.208547 4.378948 1.062183
S -1.197555 -1.579150 1.335069
C -0.578037 -2.795958 0.225510
C -0.850034 -4.128684 0.572413
C -0.441341 -5.201815 -0.197971
C 0.262561 -4.959501 -1.371343
C 0.539616 -3.655334 -1.735876
C 0.139902 -2.545634 -0.971632
S 0.614289 -0.976862 -1.603495
H -1.406244 -4.297640 1.487274
H -0.671482 -6.216055 0.111692
H 0.583817 -5.782920 -2.001554
H 1.082607 -3.450089 -2.651976
O -1.470037 2.131553 -1.853119
C -1.046262 2.410963 -3.026017
C -1.905225 2.304964 -4.157212
C -1.492091 2.626045 -5.425967
C -0.190741 3.079662 -5.660033
C 0.668250 3.202307 -4.587787
C 0.276061 2.892013 -3.282291
C 1.189902 3.085273 -2.169820
N 1.062551 2.649856 -0.924813
C 2.150120 3.129981 -0.230685
C 2.946118 3.861610 -1.049727
N 2.328600 3.829278 -2.278923
H -2.904623 1.931902 -3.967796
H -2.177799 2.519205 -6.260069
H 0.144036 3.311539 -6.663847
H 1.685750 3.530415 -4.779345
H 2.314655 2.900837 0.807507
H 3.875756 4.376540 -0.884283
H 2.659994 4.258343 -3.119618
N 7.373497 -4.460786 1.276372
C 6.168716 -3.715846 1.260765
C 5.147040 -4.038870 0.372953
C 3.989682 -3.279519 0.317182
C 3.826011 -2.184927 1.161098
C 4.846289 -1.855883 2.050344
C 6.004439 -2.615368 2.096788
S 2.694157 0.061343 0.372687
O 2.664792 -1.479969 1.136571
O 3.871656 0.740731 0.924496
N 1.295571 0.560397 1.056455
C 1.129447 1.084596 2.258701
N 2.121647 1.232312 3.172629
C 1.817380 1.843898 4.299539
C 0.547520 2.316494 4.604529
C -0.416833 2.090922 3.631712
N -0.159355 1.493473 2.489799
H 7.250859 -5.408105 0.955789
H 7.840069 -4.437215 2.168524
H 5.264674 -4.897148 -0.281822
H 3.183852 -3.528622 -0.363958
H 4.711375 -0.991825 2.687243
H 6.797764 -2.355951 2.791870
H 2.640472 1.967668 5.002018
H 0.318143 2.814551 5.535588
H -1.447917 2.405242 3.779056

Atomic forces in eV per Å
Gd -1.6 1.8 -0.4
O 0.2 0.0 -0.2
C -0.3 -0.1 0.3
C 0.1 0.0 -0.1
C 0.0 0.0 0.1
C -0.1 -0.1 0.0
C 0.0 -0.1 0.1
C 0.2 0.0 -0.2
C -3.2 2.0 0.9
O 2.0 -0.1 -0.5
N -0.5 -3.3 0.0
N 2.0 0.0 -0.7
C 0.2 2.2 0.4
C -1.8 -1.3 0.1
C 0.1 1.0 0.2
C -1.2 -0.3 0.0
C 1.1 -0.1 0.0
C -0.1 0.3 0.0
N 1.3 -0.5 -0.5
H -0.1 0.1 0.0
H 0.0 0.0 0.0
H 0.0 0.0 0.0
H 0.0 0.0 0.0
H 0.0 0.1 0.0
H -0.1 -0.1 0.0
H 0.0 0.0 0.0
H -0.1 0.0 0.0
H 0.1 0.0 0.0
H 0.0 0.0 0.0
S 1.1 -1.2 -0.5
C -0.6 1.1 1.1
C 0.0 -1.0 0.0
C -0.5 0.3 0.8
C 0.3 0.6 -0.5
C 0.2 -0.8 -0.3
C 0.4 1.3 -0.6
S -0.5 -1.3 0.0
H 0.0 0.0 -0.1
H 0.0 0.1 0.0
H 0.0 0.1 0.0
H 0.0 0.0 0.0
O 0.2 -0.2 -0.3
C 0.1 0.3 -0.1
C -0.1 -0.1 0.0
C 0.0 0.0 0.0
C 0.1 0.0 -0.1
C 0.0 0.0 0.1
C -0.2 -0.2 -0.1
C 0.1 0.1 0.2
N 0.1 -0.1 -0.1
C 0.1 0.1 0.0
C 0.0 0.0 0.1
N -0.1 -0.1 0.0
H 0.0 0.0 0.0
H 0.0 0.0 0.0
H 0.0 0.0 0.0
H 0.0 0.0 0.0
H 0.0 0.0 0.0
H 0.0 0.0 0.0
H 0.0 0.1 -0.1
N 0.0 0.1 -0.1
C -0.1 0.0 0.0
C 0.1 -0.1 0.0
C -0.2 0.1 0.0
C 0.4 -0.2 -0.1
C -0.1 0.1 0.0
C 0.0 -0.1 0.0
S 0.2 0.4 0.7
O -0.2 0.1 0.2
O -0.1 -0.2 -0.1
N 0.9 -0.7 -0.7
C -0.1 0.5 1.6
N 0.1 -0.2 -0.4
C -0.2 0.1 0.1
C 0.1 -0.1 -0.1
C -0.4 0.1 0.1
N 0.7 -0.6 -0.3
H 0.0 -0.1 0.1
H 0.0 -0.1 0.1
H 0.0 0.0 0.0
H 0.0 0.0 0.0
H 0.0 0.0 0.0
H 0.0 0.0 0.0
H 0.0 0.0 0.0
H 0.0 0.0 0.0
H 0.0 0.0 -0.1

The relative energy (zero: lowest compared OMol25 entry of this formula, charge and spin) comes out at 4.930 eV. As for the net charge: -2. As for the spin multiplicity: 8. The calculation puts the orbital gap (spin up / spin down) at 3.42 / 4.65 eV. The HOMO energy (spin up / spin down) comes out at 0.76 / -1.64 eV. As for the max |F|: 3.9 eV/Å.

***

Computed, not measured: C13H31InNO5 as an isolated structure at a distorted geometry, with ωB97M-V/def2-TZVPD.

Positions of all 51 atoms, in Å:
C -0.711832 3.418622 -0.343607
C -0.641836 2.267142 -1.017661
In 1.311866 1.775909 -2.024908
C 2.905910 2.559708 -0.671704
C 4.211503 1.758045 -0.669539
C 4.090023 0.363857 -0.141569
N 3.039011 0.125970 0.771005
O 4.894108 -0.510393 -0.439504
H 0.187135 3.990962 -0.158871
H -1.657019 3.834490 -0.004403
H -1.516738 1.626944 -1.078254
H 1.471059 0.030911 -2.378374
H 1.279969 2.679091 -3.579158
H 3.118181 3.585864 -0.958961
H 2.506309 2.597495 0.337998
H 4.668303 1.737894 -1.650317
H 4.932235 2.256059 -0.011064
H 2.167035 -0.029400 0.277433
H 3.294304 -0.710366 1.279285
C 3.168257 -3.417765 0.511639
O 2.660616 -3.558536 1.834843
C 1.703068 -4.590560 1.970062
C 2.307439 -5.844950 2.563689
O 3.272353 -6.432060 1.704927
C 4.605578 -6.113717 2.058866
H 4.057125 -2.792831 0.557915
H 3.437075 -4.382050 0.074381
H 2.430835 -2.920083 -0.125254
H 1.234584 -4.812291 1.006426
H 0.923728 -4.225081 2.647328
H 1.513863 -6.585187 2.711376
H 2.747636 -5.624238 3.541195
H 4.917806 -6.691931 2.936639
H 4.725287 -5.048253 2.264784
H 5.242579 -6.380587 1.217123
C -6.358826 1.566505 -2.128750
O -6.907317 2.335856 -1.072383
C -6.186608 2.204139 0.143951
C -5.238687 3.361493 0.370546
O -4.210839 3.392920 -0.598845
C -4.421804 4.342954 -1.625648
H -6.801948 1.920512 -3.058636
H -5.274537 1.676415 -2.191081
H -6.610212 0.507361 -2.001355
H -5.635515 1.259416 0.162345
H -6.921505 2.182881 0.955799
H -4.759900 3.234595 1.347395
H -5.788139 4.308785 0.386030
H -4.205508 5.353691 -1.261351
H -5.445158 4.305975 -2.008709
H -3.730851 4.107815 -2.433080

Atomic forces in eV per Å
C -0.4 -0.5 -0.3
C 1.1 -0.2 0.1
In -0.5 0.2 -0.2
C -0.2 -0.3 -0.3
C -0.6 0.7 0.2
C 0.4 -0.6 -0.7
N 0.7 -0.2 0.2
O -0.2 0.4 0.6
H 0.1 0.4 -0.1
H 0.0 0.0 0.4
H -0.4 0.3 -0.2
H 0.1 0.0 0.2
H 0.1 -0.1 0.2
H 0.1 0.2 -0.1
H -0.1 0.0 0.2
H 0.1 -0.2 -0.2
H 0.2 -0.1 0.2
H -0.2 0.4 0.0
H -0.3 -0.3 -0.1
C 0.0 0.1 0.0
O 0.1 -0.1 0.0
C 0.0 0.2 0.1
C -0.1 -0.2 -0.1
O 0.0 0.1 0.0
C 0.0 0.0 0.0
H 0.0 0.1 0.0
H 0.0 0.0 0.0
H 0.0 0.0 -0.1
H 0.0 0.0 0.0
H 0.0 0.0 0.0
H 0.0 0.0 0.0
H 0.0 0.0 0.0
H 0.0 0.0 0.0
H 0.0 0.0 0.0
H 0.0 0.0 0.0
C -0.1 0.0 0.0
O 0.1 0.0 0.0
C -0.2 0.1 0.0
C 0.3 -0.1 0.1
O -0.2 0.0 -0.1
C 0.1 0.0 0.0
H 0.0 0.0 0.0
H 0.0 0.0 0.0
H 0.1 0.0 0.0
H 0.1 0.0 0.0
H 0.0 0.0 0.0
H 0.0 0.0 0.0
H -0.1 0.0 0.0
H 0.0 0.0 0.0
H 0.0 0.0 0.0
H 0.1 0.0 0.1

As for the net charge: -1. The calculation puts the orbital gap at 7.20 eV. The HOMO energy comes out at -4.51 eV. As for the max |F|: 1.1 eV/Å.